w) Here is H2LiO as an isolated structure from OMol25. Energies are from wB97M-V/def2-TZVPD.

The LUMO energy is -0.18503 Ha. The charge is +1. Its HOMO energy is -0.6691 Eh.

Atoms and positions in Å:
O: 0.103 -0.033 0.187
H: -0.027 0.931 0.336
H: 0.445 -0.372 1.045
Li: -0.521 -0.527 -1.568

---

x) Here is H2LiO as an isolated structure from OMol25. Energies are from wB97M-V/def2-TZVPD.

The LUMO energy is -0.19280 Ha. The charge is +1. Its HOMO energy is -0.7061 Eh.

Atoms and positions in Å:
O: 0.487 0.297 1.902
H: -0.071 0.114 2.692
H: 0.412 1.268 1.764
Li: 0.071 0.051 0.287

---

Among the structures above, stability is smallest for x).